## one
A 2-piece molecular cluster, CH6NS overall. Source: the Open Molecules 2025 dataset; level of theory: wB97M-V/def2-TZVPD.

Cartesian coordinates (Å):
N 0.48 1.03 1.60
H -0.15 0.37 2.12
H -0.21 1.65 1.03
H 1.11 0.61 0.84
C -0.20 -0.76 -1.06
S -1.62 0.34 -1.07
H -0.25 -1.66 -0.40
H 0.91 -0.44 -1.07
H -0.07 -1.15 -2.00

Calculated values
HOMO energy   -2.20 eV
Orbital gap   6.64 eV
Charge   -1

***

## two
A 2-piece molecular cluster, CH6NS overall. Source: the Open Molecules 2025 dataset; level of theory: wB97M-V/def2-TZVPD.

Cartesian coordinates (Å):
N 0.16 1.36 1.49
H 0.84 0.59 1.47
H -0.72 0.88 1.34
H 0.26 2.00 0.72
C -0.21 -0.90 -1.05
S 1.03 -1.65 0.06
H 0.25 -0.21 -1.75
H -1.03 -0.38 -0.57
H -0.59 -1.69 -1.71

Calculated values
HOMO energy   -2.21 eV
Orbital gap   6.73 eV
Charge   -1

***

## three
A 2-piece molecular cluster, CH6NS overall. Source: the Open Molecules 2025 dataset; level of theory: wB97M-V/def2-TZVPD.

Cartesian coordinates (Å):
N 0.62 0.85 -2.07
H 0.90 -0.10 -1.88
H -0.15 0.67 -2.72
H 0.28 1.33 -1.27
C -0.21 -0.67 1.67
S -1.57 0.31 0.83
H -0.41 -1.73 1.52
H 0.74 -0.36 1.23
H -0.20 -0.31 2.69

Calculated values
HOMO energy   -2.12 eV
Orbital gap   6.60 eV
Charge   -1

***

What should be chosen as the least stable of them? Choose one.

***

## one
A 2-piece molecular cluster, CH6NS overall. Source: the Open Molecules 2025 dataset; level of theory: wB97M-V/def2-TZVPD.

Cartesian coordinates (Å):
N 2.06 -2.00 -0.59
H 1.20 -1.70 -0.16
H 2.99 -2.23 -0.12
H 2.25 -1.24 -1.32
C -1.77 1.41 0.46
S -1.02 2.35 -0.74
H -2.19 1.98 1.29
H -2.47 0.64 0.12
H -1.05 0.79 1.06

Calculated values
HOMO energy   -1.87 eV
Orbital gap   5.69 eV
Charge   -1

***

## two
A 2-piece molecular cluster, CH6NS overall. Source: the Open Molecules 2025 dataset; level of theory: wB97M-V/def2-TZVPD.

Cartesian coordinates (Å):
N 2.25 0.25 1.68
H 1.69 0.33 2.52
H 2.63 -0.69 1.71
H 1.54 0.14 0.96
C -1.68 0.06 -1.49
S -0.82 -0.50 0.04
H -1.29 0.97 -1.95
H -1.57 -0.77 -2.17
H -2.75 0.20 -1.31

Calculated values
HOMO energy   -2.22 eV
Orbital gap   6.63 eV
Charge   -1

***

What should be chosen as the least stable of them? Choose one.

***

## one
C39H33AsCl3F10N6O9SSi2TeTi as an isolated structure. Source: the Open Molecules 2025 dataset; level of theory: wB97M-V/def2-TZVPD.

Cartesian coordinates (Å):
Ti -0.28 -0.46 0.78
C -1.22 5.78 5.33
C -0.59 5.08 4.16
C -0.39 5.74 2.95
C 0.11 5.06 1.85
C 0.40 3.71 1.95
C 0.25 3.04 3.16
C -0.23 3.73 4.25
S 0.81 2.82 0.49
O 2.09 2.16 0.73
O 0.79 3.76 -0.61
N -0.32 1.67 0.26
C -1.55 2.11 -0.32
C -2.10 3.39 -0.18
C -3.35 3.62 -0.71
C -4.02 2.61 -1.39
C -3.38 1.39 -1.50
N -2.17 1.16 -0.99
H -1.67 6.72 5.02
H -0.48 5.98 6.12
H -2.01 5.17 5.76
H -0.69 6.77 2.86
H 0.22 5.56 0.89
H 0.46 1.99 3.23
H -0.38 3.20 5.19
H -1.61 4.16 0.39
H -3.82 4.59 -0.56
H -5.01 2.75 -1.80
H -3.84 0.56 -2.01
O 1.73 -0.92 6.60
C 1.31 -0.82 5.49
C 2.04 -0.14 4.31
O 3.12 0.39 4.35
C 1.10 -0.31 3.21
C -0.04 -0.97 3.55
O -0.89 -1.17 2.60
C -0.05 -1.36 4.97
O -0.87 -1.94 5.62
O 1.17 0.04 1.94
F 0.77 -2.25 0.72
As 2.17 -3.40 1.11
F 3.18 -2.00 1.36
F 2.55 -3.31 -0.57
F 3.47 -4.47 1.43
F 1.08 -4.69 0.81
F 1.68 -3.33 2.76
F -6.88 0.29 1.66
C -5.89 1.16 1.95
C -6.23 2.49 2.11
F -7.52 2.82 1.94
C -5.28 3.49 2.38
C -3.98 3.00 2.50
C -3.65 1.68 2.31
F -2.33 1.37 2.36
C -4.59 0.69 2.03
C -4.21 -0.74 1.89
C -3.11 -1.03 1.17
N -2.14 -1.17 0.49
C -4.91 -1.76 2.59
N -5.48 -2.58 3.16
F -2.97 3.85 2.77
C -5.60 4.89 2.50
C -4.61 5.90 2.51
N -3.83 6.76 2.50
C -6.92 5.38 2.64
N -7.98 5.83 2.78
C 4.81 3.65 -0.49
Si 5.41 2.15 0.45
C 4.95 2.16 2.24
C 7.29 2.10 0.28
C 4.90 0.52 -0.40
Te 2.89 0.04 -0.84
C 2.53 1.45 -2.35
Si 3.21 1.04 -4.06
C 5.07 1.30 -4.08
C 2.38 2.23 -5.24
C 2.83 -0.73 -4.54
H 5.22 4.55 -0.01
H 3.73 3.73 -0.47
H 5.15 3.64 -1.52
H 5.16 3.14 2.67
H 5.52 1.41 2.80
H 3.89 1.94 2.40
H 7.74 2.97 0.76
H 7.60 2.09 -0.77
H 7.70 1.20 0.76
H 5.21 -0.32 0.23
H 5.45 0.45 -1.34
H 2.86 2.43 -2.01
H 1.44 1.46 -2.43
H 5.35 2.25 -3.62
H 5.45 1.29 -5.11
H 5.58 0.50 -3.54
H 2.62 3.26 -5.00
H 1.29 2.11 -5.17
H 2.68 2.04 -6.28
H 3.19 -1.44 -3.79
H 3.31 -0.98 -5.49
H 1.75 -0.87 -4.65
Cl -0.56 -2.72 -4.32
C -1.12 -2.19 -2.71
Cl -2.85 -1.80 -2.82
Cl -0.86 -3.49 -1.57
C -0.37 -0.88 -2.32
O -0.14 -0.07 -3.20
O 0.01 -0.77 -1.10

Calculated values
HOMO energy (alpha / beta)   -2.62 / -2.62 eV
Expectation value of S²   0.7535
Orbital gap (alpha / beta)   5.21 / 3.93 eV
Charge   -2
2S+1   2

***

## two
C39H33AsCl3F10N6O9SSi2TeTi as an isolated structure. Source: the Open Molecules 2025 dataset; level of theory: wB97M-V/def2-TZVPD.

Cartesian coordinates (Å):
Ti -1.14 -0.89 1.56
C -2.50 0.35 -7.19
C -1.82 0.18 -5.85
C -0.64 -0.54 -5.74
C -0.02 -0.71 -4.50
C -0.58 -0.13 -3.37
C -1.75 0.61 -3.48
C -2.37 0.76 -4.71
S 0.20 -0.47 -1.81
O 0.75 0.81 -1.35
O 1.16 -1.50 -2.09
N -0.88 -0.89 -0.73
C -1.17 -2.26 -0.71
C -1.38 -3.06 -1.83
C -1.78 -4.36 -1.63
C -1.98 -4.85 -0.34
C -1.75 -3.99 0.71
N -1.32 -2.74 0.53
H -2.15 -0.40 -7.90
H -2.29 1.34 -7.59
H -3.58 0.25 -7.08
H -0.20 -1.00 -6.62
H 0.88 -1.29 -4.40
H -2.22 1.05 -2.62
H -3.30 1.30 -4.75
H -1.30 -2.64 -2.81
H -1.97 -5.00 -2.49
H -2.30 -5.86 -0.16
H -1.92 -4.30 1.73
O -2.51 -0.38 7.59
C -2.16 -0.51 6.44
C -2.79 -1.45 5.42
O -3.68 -2.25 5.64
C -2.05 -1.19 4.20
C -0.99 -0.28 4.39
O -0.21 -0.06 3.43
C -1.01 0.22 5.77
O -0.31 1.07 6.29
O -2.21 -1.65 2.99
F -1.49 0.81 1.54
As -3.44 0.34 -0.37
F -3.43 -0.93 -1.61
F -4.11 1.54 -1.85
F -5.13 0.00 -0.28
F -3.93 1.23 1.25
F -3.09 -1.03 0.84
F 2.89 -6.66 0.34
C 3.61 -5.83 1.11
C 4.96 -5.81 0.94
F 5.49 -6.64 0.03
C 5.82 -4.95 1.67
C 5.15 -4.13 2.62
C 3.80 -4.14 2.78
F 3.26 -3.38 3.73
C 2.94 -4.98 2.02
C 1.53 -4.96 2.17
C 0.84 -3.83 2.69
N 0.22 -2.93 3.05
C 0.71 -6.04 1.77
N 0.03 -6.94 1.51
F 5.87 -3.33 3.41
C 7.22 -4.93 1.49
C 7.92 -5.82 0.63
N 8.56 -6.52 -0.03
C 8.09 -4.03 2.15
N 8.88 -3.34 2.64
C 2.44 3.05 -3.04
Si 1.37 4.22 -2.04
C 1.44 5.90 -2.92
C 1.96 4.54 -0.29
C -0.45 3.66 -2.15
Te -1.00 2.56 -0.39
C -2.86 3.59 -0.20
Si -2.81 4.37 1.55
C -4.58 4.96 1.80
C -1.65 5.86 1.36
C -2.23 3.38 3.02
H 3.50 3.20 -2.83
H 2.27 3.18 -4.11
H 2.20 2.01 -2.78
H 2.48 6.24 -2.97
H 0.87 6.66 -2.40
H 1.06 5.84 -3.95
H 3.05 4.57 -0.25
H 1.64 3.75 0.40
H 1.58 5.49 0.09
H -0.57 3.00 -3.01
H -1.15 4.49 -2.23
H -3.69 2.90 -0.24
H -2.96 4.33 -0.99
H -4.86 5.72 1.08
H -4.72 5.37 2.81
H -5.26 4.11 1.68
H -2.01 6.55 0.59
H -0.65 5.52 1.06
H -1.55 6.41 2.29
H -2.88 2.51 3.16
H -2.27 3.99 3.93
H -1.21 3.01 2.91
Cl 3.77 -0.37 2.63
C 3.06 -0.25 1.00
Cl 3.86 1.06 0.13
Cl 3.30 -1.77 0.14
C 1.55 0.08 1.25
O 1.28 1.23 1.51
O 0.77 -0.94 1.22

Calculated values
HOMO energy (alpha / beta)   -3.28 / -3.37 eV
Expectation value of S²   0.7937
Orbital gap (alpha / beta)   3.33 / 3.42 eV
Charge   -2
2S+1   2

***

What should be chosen as the least stable of them? Choose two.

***

## one
A 2-piece molecular cluster, C4H7O2 overall. Source: the Open Molecules 2025 dataset; level of theory: wB97M-V/def2-TZVPD.

Cartesian coordinates (Å):
C 1.07 -1.13 0.25
C -2.29 1.06 1.20
C 2.25 -0.77 -0.57
C -1.96 1.14 -0.15
O -2.65 0.88 2.26
O -0.02 -0.68 0.06
H 1.02 -1.90 1.08
H 2.87 -1.60 -0.79
H 2.92 -0.21 0.03
H 2.23 -0.38 -1.62
H -2.69 0.74 -0.83
H -1.77 2.13 -0.55
H -1.00 0.72 -0.35

Calculated values
HOMO energy   -14.20 eV
Orbital gap   8.83 eV
Charge   +1

***

## two
A 2-piece molecular cluster, C4H7O2 overall. Source: the Open Molecules 2025 dataset; level of theory: wB97M-V/def2-TZVPD.

Cartesian coordinates (Å):
C 1.05 -0.82 -0.79
C -0.30 1.64 0.12
C -1.65 1.17 0.36
C 1.08 -2.00 -0.05
O 1.25 0.14 -1.41
O -0.52 0.33 0.55
H 0.08 1.64 -0.97
H 0.07 2.42 0.82
H -2.13 1.24 1.42
H -2.22 1.12 -0.51
H 0.77 -2.90 -0.55
H 2.11 -2.19 0.21
H 0.40 -1.79 0.80

Calculated values
HOMO energy   -15.27 eV
Orbital gap   9.89 eV
Charge   +1

***

What should be chosen as the least stable of them? Choose two.